33
Properties=species:S:1:pos:R:3:forces:R:3:nbo_charge:R:1 method="wB97M-V/def2-TZVPD" homo_lumo_gap_ev="8.22 / 7.50" spin_multiplicity=2 de_lowest_kcal_mol=0.0 max_force_ev_per_a=0.07 s2=0.7573
H -1.90130 -1.12080 -3.83640 -0.004 0.000 0.005 0.2397
Se -2.48633 3.08029 0.49670 -0.039 0.020 0.013 -0.0329
C 0.01601 -0.05746 2.20215 -0.014 0.003 0.005 0.1331
H 0.52261 -1.93736 3.09772 -0.001 -0.002 0.001 0.2457
C -2.48413 2.68330 -1.29703 0.003 -0.002 0.001 0.0498
C 0.48521 3.75577 -0.14343 0.008 -0.010 -0.012 -0.1103
H -1.69642 -0.59202 3.37655 0.000 0.000 0.000 0.2275
Rh -0.24296 2.07829 -0.04245 0.058 -0.030 -0.018 0.6248
C -0.56690 -0.67044 0.90565 -0.015 -0.008 -0.002 0.7656
H 2.13386 -3.02578 -1.89378 0.008 0.007 -0.007 0.2129
H 1.84598 -1.20401 2.20357 -0.002 -0.004 -0.003 0.2052
C -0.17489 -2.04140 -2.81132 0.007 -0.011 0.008 -0.0629
C -0.99702 -1.07113 -3.25927 0.007 0.008 0.000 -0.0392
C 0.62173 -0.09946 -2.08613 -0.023 -0.007 -0.028 0.3041
H 1.38333 -0.53858 3.78702 -0.002 -0.004 0.002 0.2125
N 0.83154 -1.42317 -2.09459 -0.009 0.000 -0.012 -0.3275
H 1.47378 -2.38849 -0.36456 -0.002 0.005 -0.002 0.2489
H -0.95301 1.01927 -2.87998 -0.007 0.002 -0.023 0.4718
H -0.21506 -3.10932 -2.92003 -0.001 0.000 0.000 0.2353
O 0.69583 1.19409 1.88912 -0.004 -0.004 0.003 -0.7126
H 2.73389 -1.48425 -1.25137 -0.003 0.004 0.005 0.2305
O -0.58371 -1.88619 0.77458 0.004 0.004 -0.001 -0.6730
H -0.76073 0.77102 4.02868 0.001 -0.001 -0.001 0.2143
N -0.47269 0.12140 -2.82552 0.020 -0.011 0.024 -0.5097
H 1.56492 0.96107 1.53295 0.002 0.006 -0.002 0.4932
C 1.86312 -2.12565 -1.34717 -0.002 -0.023 0.010 -0.4152
S 1.57904 1.09419 -1.27999 0.000 0.033 0.026 -0.2119
N -2.32484 2.38526 -2.40679 -0.013 0.013 0.003 -0.4832
C 1.00519 -0.99034 2.86901 0.010 0.012 -0.002 -0.6276
C -1.13933 0.30798 3.11676 0.007 0.001 0.004 -0.6212
H -1.81566 0.99919 2.61419 0.001 -0.002 0.000 0.2318
S 1.10711 5.14581 -0.21010 -0.008 -0.001 0.005 0.2596
O -1.04812 0.16894 0.05527 0.012 0.001 -0.004 -0.7792